Entry from the Open Molecules 2025 dataset: a molecular structure, C26H33N13O4RuS2Si in a non-equilibrium geometry (wB97M-V/def2-TZVPD).

```
80
Properties=species:S:1:pos:R:3:forces:R:3
Ru 0.5517 0.7715 0.0227 0.56 1.95 1.35
N 2.6613 1.4719 2.7831 -0.01 -0.26 0.64
C 1.3752 1.1196 3.0654 -0.62 -0.02 -0.17
N 0.9278 0.8051 4.2797 0.92 0.25 -0.14
N -0.3582 0.5609 4.1204 -0.88 -0.03 0.17
N -0.6976 0.7180 2.8900 -0.62 -0.33 0.15
N 0.3647 1.0807 2.1759 1.18 -0.41 -1.07
C 3.1157 1.6804 1.5165 0.16 0.60 -1.61
N 4.3896 1.8505 1.1745 -0.58 -0.31 1.45
N 4.3635 2.0968 -0.1256 0.19 0.35 -1.05
N 3.1584 2.0947 -0.5740 0.42 0.21 -0.81
N 2.3235 1.8528 0.4298 -0.42 -0.72 0.63
H 3.3563 1.2879 3.4899 -0.12 -0.01 -0.06
C 0.7654 -0.2339 -3.5021 0.15 -0.11 0.15
C 0.6836 1.2248 -3.1844 0.33 -0.02 -0.75
C 1.0704 2.1984 -4.0934 -0.17 -0.35 0.10
C 0.9529 3.5395 -3.7381 -0.17 -0.07 0.14
C 0.4026 3.8814 -2.5291 0.08 -0.03 -0.12
C 0.0445 2.8565 -1.6234 -0.25 0.33 -0.57
N 0.2130 1.5591 -1.9909 0.52 -0.26 1.21
N -0.4617 3.0081 -0.4068 0.64 -1.62 0.74
Si -1.2335 4.3710 0.2853 -0.55 0.52 0.39
C -2.9703 4.4867 -0.5388 0.66 -0.07 0.37
C -0.4801 6.1244 0.0307 -0.09 -0.75 -0.10
C -1.3811 4.1355 2.1733 0.00 0.00 -0.73
H 1.7949 -0.5658 -3.3869 0.06 -0.09 -0.02
H 0.4359 -0.4397 -4.5183 -0.03 0.07 -0.10
H 0.1641 -0.8007 -2.7927 0.00 -0.01 -0.07
H 1.4592 1.8993 -5.0524 0.05 -0.03 -0.14
H 1.2938 4.3063 -4.4209 -0.04 0.08 -0.03
H 0.2849 4.9091 -2.2344 0.08 0.15 0.07
H -2.8912 4.9484 -1.5191 0.07 0.08 -0.20
H -3.6546 5.0848 0.0546 -0.16 0.19 0.16
H -3.4086 3.5031 -0.6736 -0.04 -0.19 0.00
H -0.6025 6.4763 -0.9895 -0.04 0.04 -0.20
H 0.5802 6.1513 0.2611 0.23 -0.05 0.09
H -0.9769 6.8445 0.6757 -0.17 0.03 0.20
H -1.1004 3.1338 2.4710 0.08 -0.23 0.04
H -2.3938 4.3156 2.5216 -0.26 0.10 0.03
H -0.7311 4.8275 2.6999 0.16 0.13 0.05
C -2.8242 -4.7419 0.0145 -0.01 -0.05 0.09
C -1.3836 -4.9461 0.3683 0.10 0.02 -0.01
C -0.7103 -6.0927 -0.0422 0.13 0.08 0.01
C 0.6338 -6.2537 0.2436 -0.03 -0.20 -0.05
C 1.2965 -5.2767 0.9619 0.62 -0.01 0.10
C 0.6418 -4.1450 1.4095 0.02 0.06 0.21
C -0.7017 -3.9890 1.1144 -0.01 -0.15 -0.03
S 3.0648 -5.4485 1.1416 0.39 -0.49 -0.30
O 3.4089 -6.8456 1.0692 -0.26 0.03 -0.21
O 3.5386 -4.7051 2.2677 -0.38 0.34 -0.11
N 3.6863 -4.8028 -0.2769 -0.09 -0.50 0.68
C 3.1465 -3.5483 -0.7717 -0.26 0.56 -0.08
C 3.5364 -2.3838 0.1400 -0.34 0.34 -0.04
C 2.4410 -1.3160 0.1075 0.89 -0.82 0.31
O 2.1572 -0.7961 -0.9892 -0.96 0.79 -0.23
O 1.8571 -1.0325 1.1717 -0.72 0.54 -0.02
H -3.1031 -5.3464 -0.8452 -0.06 -0.02 -0.07
H -3.0190 -3.6955 -0.2070 -0.04 0.11 -0.03
H -3.4540 -5.0347 0.8530 -0.16 0.01 0.06
H -1.2355 -6.8563 -0.6002 -0.04 -0.03 -0.06
H 1.1841 -7.1287 -0.0678 -0.03 -0.12 -0.08
H 1.1750 -3.3969 1.9759 0.05 0.17 0.02
H -1.2161 -3.0964 1.4353 0.00 0.07 0.06
H 3.6422 -5.5421 -0.9618 0.05 -0.17 -0.11
H 2.0491 -3.5937 -0.8528 0.17 0.00 -0.11
H 3.5475 -3.3922 -1.7751 -0.10 -0.06 0.06
H 4.4729 -1.9332 -0.1904 0.02 -0.03 0.06
H 3.6460 -2.7430 1.1598 0.07 0.18 -0.03
S -1.2040 -0.8850 -0.1598 -0.09 0.40 -0.43
C -2.6169 0.0793 -0.0013 0.67 0.00 1.53
N -2.7878 0.7955 1.1620 -1.34 -0.10 -1.66
C -3.9194 1.5029 1.3938 0.94 -0.25 0.19
C -4.9441 1.5070 0.5025 -0.46 -0.35 -0.92
C -4.8144 0.7648 -0.6987 0.64 0.14 0.88
C -3.6426 0.0712 -0.9342 -1.14 0.37 -0.36
H -2.0330 0.7431 1.8828 0.43 0.01 0.47
H -3.9402 2.0594 2.3181 0.02 0.00 0.10
H -5.8434 2.0668 0.7032 0.00 0.07 0.07
H -5.6238 0.7392 -1.4098 -0.08 0.04 -0.13
H -3.5015 -0.4980 -1.8383 0.06 -0.04 -0.06
```
Positions in Å, forces in eV/Å.

⟨S²⟩	0.758
multiplicity	2
charge	-1
lowest unoccupied orbital energy (alpha / beta)	0.0570 / 0.0585	hartree
total energy	-3204.2528	Ha
ΔE to the lowest compared entry with this formula, charge and spin	0.000	eV
orbital gap (alpha / beta)	6.667 / 6.717	eV

Entry from the Open Molecules 2025 dataset: a molecular structure, C3H4N2O (wB97M-V/def2-TZVPD).

```
10
Properties=species:S:1:pos:R:3:forces:R:3
O -0.5923 1.5817 1.2481 -0.04 -0.28 0.23
C 0.2777 0.6007 1.2091 -0.43 -0.02 0.54
C -0.0088 -0.5331 0.2838 0.24 0.06 0.07
C -0.8173 -0.7169 -0.9852 -0.21 0.20 -0.19
N 0.0928 -0.2728 -1.7752 -0.25 -0.23 0.18
N 0.9553 0.0840 -0.6897 0.48 -0.28 -0.09
H -0.2372 2.1638 1.9369 -0.21 0.29 -0.39
H 0.1589 -1.4779 0.8225 0.51 0.16 -0.50
H -1.7420 -1.1963 -1.2838 -0.05 0.33 0.13
H 1.9128 -0.2331 -0.7666 -0.04 -0.22 0.02
```
Positions in Å, forces in eV/Å.

lowest unoccupied orbital energy	0.0305	hartree
total energy	-301.2687	Ha
ΔE to the lowest compared entry with this formula, charge and spin	5.946	eV
orbital gap	9.478	eV